1.
41
Properties=species:S:1:pos:R:3 method="wB97M-V/def2-TZVPD" de_lowest_ev=0.000 homo_ev=-9.46 fmax_ev_per_a=3.482 smiles=CCO[Si](OCC)(OCCOC)OCCOC e_tot_ha=-1136.4196 molar_mass_g_mol=268.4
O -2.07005 -4.30847 0.44476
O 3.62969 1.86051 -0.72147
O -1.66942 0.25952 -0.26217
O -0.02412 0.61300 1.85871
O -0.23388 -1.89220 0.56417
O 0.98836 0.18003 -0.66255
C -1.66967 -4.17073 -0.91787
C 2.54742 2.76060 -0.76821
C -2.85573 0.83819 -2.32517
C 1.43026 2.39125 2.64942
C -1.63544 0.95635 -1.57687
C 0.18211 2.00526 1.84585
C -2.33776 -3.02836 1.03042
C 3.40178 0.59421 -1.15211
C -1.15313 -2.32402 1.56693
C 2.27896 -0.15755 -0.30071
Si -0.27619 -0.22780 0.39544
H -2.58618 -3.98660 -1.45023
H -1.06861 -3.27127 -0.91635
H -1.19526 -4.95419 -1.38944
H 2.60098 3.30386 0.17912
H 1.61461 2.24320 -0.76744
H 2.65055 3.42313 -1.62781
H -3.02322 -0.22663 -2.47113
H -3.74021 1.22528 -1.80445
H -2.82811 1.30570 -3.26657
H 1.41968 2.30068 3.75989
H 1.58000 3.41222 2.43274
H 2.30255 1.82400 2.33342
H -0.73808 0.70012 -2.16271
H -1.50521 1.99123 -1.31395
H -0.78337 2.52474 2.21951
H 0.30960 2.30145 0.85704
H -3.03086 -3.31728 1.85724
H -2.85522 -2.39146 0.33309
H 3.07203 0.69478 -2.17940
H 4.33092 0.02609 -1.01240
H -0.51762 -2.99743 2.25363
H -1.37610 -1.42998 2.13431
H 2.35707 -1.22628 -0.39427
H 2.47683 0.17484 0.72760

2.
41
Properties=species:S:1:pos:R:3 method="wB97M-V/def2-TZVPD" homo_ev=-4.74 fmax_ev_per_a=1.895 total_charge=-1 e_tot_ha=-3814.3907 molar_mass_g_mol=429.1
C 3.68933 2.38597 1.60791
C 3.83334 1.03273 0.92277
C 2.52724 0.22330 0.92878
O 1.77481 0.56790 -0.19541
P 0.61307 -0.60777 -0.78216
O 0.11658 -1.01550 0.80139
I 1.49543 -0.06703 -3.20735
C -0.62766 0.80941 -0.98565
C -1.34318 1.23740 0.27747
C -2.25566 2.43798 -0.00893
C -3.39865 2.53116 0.99250
N -4.35600 1.41089 0.92648
C -0.53905 -1.94081 -1.60639
Br -2.37836 -2.00496 -0.85135
C 0.09683 -3.34615 -1.61979
C -0.46178 -4.42710 -0.70035
H 3.20840 3.09502 0.94866
H 3.05369 2.28840 2.48584
H 4.63795 2.78091 1.95647
H 4.08869 1.20944 -0.11608
H 4.64783 0.44819 1.34452
H 2.78942 -0.83766 0.93726
H 1.99285 0.47626 1.84257
H 1.68180 -1.55508 -0.76482
H -0.02162 -1.97159 0.88663
H -0.04294 1.65951 -1.31148
H -1.31865 0.59974 -1.79498
H -1.95955 0.45387 0.68788
H -0.60650 1.57096 0.99727
H -2.70022 2.36227 -0.99967
H -1.70169 3.37253 0.05071
H -3.95262 3.45973 0.86530
H -2.97511 2.55235 1.99278
H -4.06846 0.69190 1.57914
H -4.29773 0.96764 0.01431
H -0.70623 -1.65885 -2.62773
H 0.00382 -3.72722 -2.63109
H 1.16307 -3.27609 -1.42208
H -0.56052 -4.10345 0.32823
H 0.25228 -5.24953 -0.69182
H -1.39425 -4.83664 -1.05777

3.
47
Properties=species:S:1:pos:R:3 method="wB97M-V/def2-TZVPD" de_lowest_ev=0.000 homo_ev=-6.21 fmax_ev_per_a=1.106 total_charge=-1 e_tot_ha=-2309.0110 molar_mass_g_mol=386.9
Cl -1.46424 0.00565 -0.87987
O -2.42053 0.94122 -1.39928
O -0.31516 -0.05498 -1.76386
O -1.03039 0.38356 0.45613
O -2.05108 -1.31426 -0.77039
C -5.44361 1.38755 0.55946
O -4.25179 1.27622 1.32074
H -6.30651 1.10505 1.17901
H -5.57846 2.44036 0.31353
H -5.42283 0.74651 -0.32018
H -3.82493 0.44577 1.09271
C 1.77237 2.54300 -3.54007
O 1.43710 2.89723 -2.20828
H 0.91548 2.13112 -4.08305
H 2.07270 3.42119 -4.11490
H 2.56123 1.78701 -3.56063
H 0.62376 2.43029 -1.99079
N 1.59739 -1.36404 1.77344
C 2.96052 -1.40331 1.62248
C 3.49316 -1.93380 2.76871
C 2.40376 -2.37974 3.56468
C 1.25297 -1.98814 2.93022
H 0.93089 -0.99698 1.10740
H 3.37428 -0.95180 0.73631
H 4.55065 -2.03998 2.94766
H 2.42879 -2.88910 4.51378
H 0.22908 -2.18065 3.20174
C 0.83437 1.30473 3.97163
S -0.82719 1.95864 4.17140
O -0.74471 2.91792 5.30837
C -0.83775 2.92844 2.66676
H 1.53464 2.13502 4.02207
H 0.91307 0.79454 3.01084
H 0.96435 0.54095 4.73386
H 0.01480 3.61070 2.74013
H -1.74486 3.52886 2.67330
H -0.75988 2.33628 1.75679
C 1.53894 -2.71033 -3.06315
S 0.50763 -3.69304 -4.15466
O 1.39357 -4.06669 -5.30383
C -0.48372 -2.33796 -4.76437
H 0.91318 -2.42626 -2.21441
H 1.92832 -1.85074 -3.60549
H 2.38838 -3.29784 -2.72089
H -1.13982 -1.93276 -3.98941
H -1.03993 -2.68350 -5.63167
H 0.15199 -1.50192 -5.06395

4.
41
Properties=species:S:1:pos:R:3 method="wB97M-V/def2-TZVPD" homo_ev=-11.25 fmax_ev_per_a=0.860 total_charge=+1 e_tot_ha=-806.2242 molar_mass_g_mol=237.3
C 1.18324 -0.62420 3.44309
C 0.59623 0.25857 2.35059
O 0.22581 1.53610 2.87098
C -1.07710 1.77129 3.11852
O -1.43895 2.38360 4.08074
O -1.89043 1.35226 2.11658
C -2.91354 0.41606 2.50562
C -4.06257 1.00262 3.32203
N -5.03492 -0.02984 3.68701
H 0.39688 -1.11899 4.01300
H 1.85666 -1.36441 3.01177
H 1.73837 0.00756 4.13565
H -0.22638 -0.22227 1.82208
H 1.37367 0.44556 1.60308
H -2.49318 -0.44231 3.03996
H -3.32049 0.04095 1.56416
H -4.56651 1.77628 2.74456
H -3.68852 1.43229 4.24942
H -5.38243 -0.51691 2.86824
H -4.60170 -0.72968 4.27807
C 0.53196 0.54485 -2.12983
N 1.66182 0.20296 -3.05675
C 2.58841 1.37794 -3.10274
C 1.12396 -0.04421 -4.42528
C 2.47145 -0.97805 -2.57103
C 1.76974 -2.31355 -2.50075
O 0.69531 -2.24407 -1.57848
H 0.17855 1.53965 -2.39203
H -0.27085 -0.16904 -2.25659
H 0.89976 0.53601 -1.10844
H 2.03716 2.23957 -3.46767
H 3.41416 1.14998 -3.77184
H 2.95884 1.56800 -2.09898
H 0.40706 -0.85804 -4.38532
H 1.94815 -0.29554 -5.08853
H 0.62904 0.86062 -4.76799
H 2.84239 -0.69692 -1.58594
H 3.31244 -1.06546 -3.25796
H 2.51734 -3.03494 -2.15843
H 1.42399 -2.63576 -3.48726
H 0.18520 -3.05851 -1.63328

5.
40
Properties=species:S:1:pos:R:3 method="wB97M-V/def2-TZVPD" homo_ev=-1.94 fmax_ev_per_a=0.961 total_charge=-1 e_tot_ha=-690.2246 molar_mass_g_mol=217.3
C 3.62289 -4.54273 -0.01816
C 3.13115 -3.41074 0.85597
O 3.91161 -2.85157 1.63560
N 1.82644 -3.01978 0.72270
C 1.64925 -1.57372 0.67496
N 1.03047 -3.70555 -0.25695
C -0.32142 -3.64840 0.17247
N -1.00662 -4.95704 -0.05117
H 4.34419 -4.10329 -0.71113
H 2.80303 -5.00199 -0.56046
H 4.14895 -5.27392 0.59740
H 1.82712 -1.22627 -0.35225
H 0.63156 -1.31019 0.96883
H 2.34076 -1.07650 1.35656
H -0.41732 -3.43849 1.25262
H -0.92201 -2.86025 -0.35744
H -1.96924 -4.87131 0.26960
H -1.06070 -5.10240 -1.05508
C -3.22874 4.17400 0.01976
C -2.02095 3.46427 0.61371
N -1.68539 2.23765 -0.08217
C -0.73971 1.39516 0.63862
C 0.67127 1.94277 0.87644
C -1.45953 2.36398 -1.51269
C -0.37101 3.33858 -1.98210
H -4.07834 3.49250 -0.04573
H -3.50961 5.01933 0.65041
H -3.02516 4.56431 -0.97836
H -2.24557 3.18721 1.64781
H -1.18294 4.17976 0.66561
H -0.67195 0.44277 0.10911
H -1.19135 1.16640 1.60891
H 1.27074 1.93667 -0.03305
H 1.18824 1.31409 1.60248
H 0.65103 2.96130 1.26985
H -2.40378 2.65526 -1.98070
H -1.24076 1.36285 -1.89056
H -0.43961 4.29719 -1.46367
H -0.48858 3.53401 -3.05020
H 0.63163 2.94409 -1.82757